{"formula": "C5H9N", "method": "ωB97M-V/def2-TZVPD", "e_tot_ha": -250.55887, "homo_ha": -0.3395, "e_lumo_ev": 0.8172, "gap_ev": 10.055, "species": ["C", "C", "C", "C", "C", "N", "H", "H", "H", "H", "H", "H", "H", "H", "H"], "coordinates": [[-2.1516, 0.1490, 0.1516], [-0.7733, -0.4524, -0.1853], [0.4351, 0.2141, 0.4716], [2.0400, -0.6316, -0.1689], [0.5630, 1.6227, 0.1895], [0.6826, 2.7408, -0.0984], [-2.3618, 0.0977, 1.2240], [-2.2293, 1.1968, -0.1600], [-2.9418, -0.4067, -0.3731], [-0.7741, -1.5093, 0.0924], [-0.6372, -0.3892, -1.2759], [1.1857, -0.2834, 1.0867], [2.0414, -1.7248, 0.0037], [1.9333, -0.3894, -1.2037], [2.9880, -0.2344, 0.2458]], "forces_ev_per_angstrom": [[0.168, 0.054, 0.094], [0.204, -0.175, 0.029], [1.999, -0.943, -1.461], [-0.489, 0.397, -0.844], [0.737, 0.446, -0.043], [-0.257, -1.041, 0.340], [0.061, 0.011, -0.110], [0.111, -0.162, 0.067], [0.289, 0.103, 0.120], [0.041, 0.031, -0.093], [-0.047, -0.143, 0.167], [-1.641, 0.610, 2.508], [-0.589, 0.647, 0.002], [0.331, -0.105, -0.733], [-0.917, 0.270, -0.043]]}

---

{"formula": "C5H9N", "method": "ωB97M-V/def2-TZVPD", "e_tot_ha": -250.60342, "homo_ha": -0.3620, "e_lumo_ev": 1.0211, "smiles": "[H]/N=C1/CC[C@@H]1C", "gap_ev": 10.871, "species": ["C", "C", "C", "C", "C", "N", "H", "H", "H", "H", "H", "H", "H", "H", "H"], "coordinates": [[-1.7724, -0.5271, -0.0803], [-0.4891, 0.3382, 0.0593], [0.5359, -0.0828, 1.1264], [1.7356, 0.3440, 0.2539], [0.8146, 0.2680, -0.9105], [0.8793, 0.0826, -2.1590], [-2.4014, -0.5211, 0.8317], [-2.4308, -0.1819, -0.8884], [-1.5285, -1.5768, -0.2757], [-0.8146, 1.3861, 0.1985], [-0.1366, 0.1299, -2.1370], [0.4671, 0.3895, 2.1004], [0.5065, -1.1721, 1.2294], [2.6342, -0.2717, 0.2452], [2.0002, 1.3953, 0.4061]], "forces_ev_per_angstrom": [[0.353, 0.038, -0.237], [0.385, -0.012, -0.086], [0.135, -0.076, 0.627], [0.173, 0.019, 0.207], [-1.031, 0.142, 0.717], [-0.661, 0.198, 1.281], [0.558, 0.234, -0.264], [0.248, -0.019, 0.061], [0.058, 0.126, -0.038], [0.419, -0.278, -0.099], [-0.662, -0.374, -2.597], [-0.079, -0.051, 0.182], [0.073, 0.125, 0.121], [-0.035, 0.043, -0.035], [0.066, -0.113, 0.162]]}

---

{"formula": "C5H9N", "method": "ωB97M-V/def2-TZVPD", "e_tot_ha": -250.52087, "homo_ha": -0.2981, "e_lumo_ev": 1.1596, "smiles": "C=CCNC=C", "gap_ev": 9.270, "species": ["C", "C", "N", "C", "C", "C", "H", "H", "H", "H", "H", "H", "H", "H", "H"], "coordinates": [[-1.9652, -1.2868, 1.6430], [-0.8146, -1.2246, 0.8559], [-0.2922, -0.0198, 0.2192], [0.2298, -0.1872, -1.1058], [1.4952, 1.9220, -0.4744], [1.3742, 0.8199, -1.2164], [-2.3311, -0.2489, 1.9049], [-2.4592, -2.2239, 1.8960], [-0.0788, -2.0929, 0.8318], [-0.8728, 0.8970, 0.4256], [0.7841, -1.1207, -1.1006], [-0.3457, -0.0118, -2.0088], [2.4373, 1.9010, 0.0258], [0.6844, 2.4904, 0.0810], [2.3109, 0.2884, -1.8046]], "forces_ev_per_angstrom": [[2.522, 1.838, -1.897], [-0.985, 0.347, 1.066], [-3.181, 0.082, 2.245], [1.772, 1.922, -0.159], [-0.589, -0.413, 0.866], [1.863, -1.805, -1.049], [-0.449, -1.593, -0.396], [0.476, 0.447, 0.507], [-1.318, 0.976, -0.664], [1.467, -2.848, -0.791], [-0.501, -0.363, -0.391], [-1.151, -0.741, 0.080], [1.209, 1.594, -0.463], [0.831, -1.233, -0.827], [-1.965, 1.789, 1.873]]}

---

{"formula": "C5H9N", "method": "ωB97M-V/def2-TZVPD", "e_tot_ha": -250.58856, "homo_ha": -0.3311, "e_lumo_ev": 1.0775, "smiles": "C=NCC(=C)C", "gap_ev": 10.088, "species": ["C", "C", "C", "N", "C", "C", "H", "H", "H", "H", "H", "H", "H", "H", "H"], "coordinates": [[-0.9896, 0.9052, -1.3115], [-0.1018, -0.0805, -0.6017], [0.9897, -0.0699, 2.0148], [0.4770, -1.0657, 1.4397], [-0.6779, -0.6376, 0.6886], [1.0545, -0.5146, -1.1115], [-1.0854, 0.6703, -2.3679], [-0.5919, 1.9262, -1.2370], [-1.9799, 0.9205, -0.8601], [2.0399, -0.1000, 2.2562], [0.4225, 0.8679, 2.1794], [-1.2803, 0.0948, 1.2469], [-1.3259, -1.4723, 0.3967], [1.2003, -0.4373, -2.1847], [1.8486, -1.0070, -0.5476]], "forces_ev_per_angstrom": [[-0.153, -0.137, -0.202], [-0.352, -0.168, -0.245], [0.160, 0.004, 0.370], [0.213, 0.262, 0.201], [0.014, 0.054, -0.150], [-0.090, -0.023, -0.221], [-0.046, 0.036, -0.187], [0.020, -0.272, 0.065], [-0.142, -0.018, -0.118], [0.177, -0.078, 0.807], [0.416, -0.142, -0.247], [0.049, 0.025, -0.180], [0.033, 0.051, 0.177], [0.367, 0.666, 0.095], [-0.666, -0.261, -0.164]]}

---

{"formula": "C5H9N2", "method": "ωB97M-V/def2-TZVPD", "charge": 1, "e_tot_ha": -304.91425, "homo_ha": -0.4982, "e_lumo_ev": -5.4094, "gap_ev": 8.147, "species": ["C", "C", "C", "C", "C", "N", "N", "H", "H", "H", "H", "H", "H", "H", "H", "H"], "coordinates": [[0.1487, -0.0994, 1.4605], [2.2292, 0.0924, 2.7247], [-1.3221, 0.5378, -1.8485], [-0.2940, -0.4800, -2.1028], [0.2143, 0.4106, 0.0797], [1.2741, -0.5898, 2.3572], [-0.8117, -0.2484, -0.7273], [-0.4554, 0.8284, 1.9773], [-0.5664, -0.9757, 1.7665], [2.9015, -0.4426, 3.3473], [2.5963, 1.0783, 2.1592], [-1.0425, 1.5072, -2.0043], [-2.2856, 0.3871, -2.1127], [-0.6444, -1.3444, -2.4801], [0.6538, -0.2461, -2.2752], [-1.4419, -0.8700, -0.3772]], "forces_ev_per_angstrom": [[-2.172, -0.867, 2.432], [2.493, 2.885, -2.432], [2.314, -1.030, -0.995], [-3.754, 1.058, 0.689], [0.243, -0.907, 1.068], [-2.710, -0.053, -1.231], [2.893, 3.466, 0.373], [1.437, -1.468, -1.146], [0.515, 1.436, -1.459], [0.812, 0.063, 0.870], [-0.967, -1.657, 1.727], [0.979, 2.511, 0.637], [-2.933, -1.039, -0.545], [-0.892, -3.014, -1.153], [3.857, 1.182, -0.382], [-2.114, -2.568, 1.547]]}

---

{"formula": "C5H9N2", "method": "ωB97M-V/def2-TZVPD", "charge": 1, "e_tot_ha": -305.08024, "homo_ha": -0.5481, "e_lumo_ev": -4.4576, "gap_ev": 10.458, "species": ["C", "C", "C", "C", "C", "N", "N", "H", "H", "H", "H", "H", "H", "H", "H", "H"], "coordinates": [[0.8771, 0.7240, -1.3877], [-2.6945, 0.6300, 0.5570], [3.1669, -0.0050, -0.6149], [-3.5843, 0.3822, 1.6907], [3.9226, -1.1292, -1.2314], [2.0406, 0.4319, -1.0367], [-1.9289, 0.8720, -0.3069], [0.6162, 1.6507, -2.0346], [3.5855, 0.4967, 0.2849], [-3.1355, -0.5800, 2.1209], [-4.5261, 0.2157, 1.3205], [-3.5021, 1.3301, 2.1633], [4.3637, -0.9652, -2.1533], [3.1865, -1.8772, -1.4899], [4.5711, -1.4381, -0.3864], [-0.1076, 0.0939, -0.8762]], "forces_ev_per_angstrom": [[-2.762, -0.370, 1.048], [2.441, 0.659, -3.182], [-1.159, 1.359, -0.457], [3.416, -1.420, -0.693], [-1.296, -0.423, 2.713], [0.968, -0.372, 0.247], [-2.303, -0.873, 2.655], [0.713, -1.772, 0.914], [-0.506, -0.297, -0.596], [-0.934, 1.700, 0.303], [-2.422, -0.452, -0.627], [-0.235, 0.306, 1.622], [1.480, 0.941, -1.522], [-0.202, -0.609, 0.321], [0.060, -0.333, -1.169], [2.740, 1.955, -1.577]]}